Here is C20H30N4O4 in the gas phase from OMol25. Energies are from wB97M-V/def2-TZVPD.

The charge is 0. The value obtained for the orbital gap is 0.303 hartree. The calculation puts the LUMO energy at 0.600 eV. The relative energy (zero: lowest compared OMol25 entry of this formula, charge and spin) is 266.13 kJ/mol. The molecular weight comes out at 390.5 g/mol. Its max |F| is 0.00289 hartree/bohr. Its structure (SMILES) is COc1ccc(N)c(C(=O)NCCC2(O)CN(C(=O)C3(N(C)C)CCC3)C2)c1.

CARTESIAN COORDINATES (ANGSTROEM)
1 C -3.403 7.121 -0.079
2 O -3.041 5.762 0.046
3 C -2.834 5.065 -1.113
4 C -2.967 5.590 -2.391
5 C -2.712 4.791 -3.496
6 C -2.319 3.461 -3.373
7 N -2.113 2.677 -4.502
8 C -2.212 2.931 -2.074
9 C -1.801 1.504 -1.881
10 O -1.029 0.935 -2.643
11 N -2.330 0.888 -0.793
12 C -2.063 -0.504 -0.480
13 C -1.625 -0.669 0.969
14 C -1.284 -2.104 1.315
15 O -2.444 -2.878 1.113
16 C 0.023 -2.612 0.647
17 N 0.655 -2.551 1.964
18 C 1.915 -2.436 2.428
19 O 2.134 -2.219 3.609
20 C 3.018 -2.539 1.367
21 N 2.758 -3.707 0.538
22 C 2.909 -4.929 1.315
23 C 3.535 -3.790 -0.686
24 C 3.153 -1.139 0.702
25 C 4.246 -0.805 1.740
26 C 4.408 -2.314 2.015
27 C -0.576 -2.255 2.686
28 C -2.459 3.737 -0.970
29 H -3.512 7.502 0.933
30 H -2.629 7.694 -0.598
31 H -4.352 7.235 -0.611
32 H -3.259 6.618 -2.546
33 H -2.819 5.215 -4.487
34 H -1.484 1.901 -4.347
35 H -1.911 3.199 -5.338
36 H -3.078 1.355 -0.310
37 H -2.946 -1.114 -0.675
38 H -1.280 -0.828 -1.165
39 H -0.745 -0.048 1.156
40 H -2.415 -0.329 1.646
41 H -2.246 -3.800 1.307
42 H -0.043 -3.626 0.248
43 H 0.464 -1.962 -0.109
44 H 2.584 -5.783 0.720
45 H 3.949 -5.105 1.627
46 H 2.293 -4.885 2.215
47 H 3.255 -4.704 -1.209
48 H 3.313 -2.955 -1.348
49 H 4.622 -3.824 -0.515
50 H 3.570 -1.206 -0.300
51 H 2.258 -0.515 0.670
52 H 5.117 -0.267 1.371
53 H 3.841 -0.291 2.609
54 H 4.516 -2.627 3.051
55 H 5.196 -2.755 1.402
56 H -0.523 -1.364 3.314
57 H -0.948 -3.094 3.282
58 H -2.328 3.353 0.033

Results of the Löwdin charge analysis, in e, for atoms 1 through 2: -0.094, -0.091

---

Here is a molecular structure, C20H30N5O4PtS2 from OMol25. Energies are from wB97M-V/def2-TZVPD.

The charge is -2. The value obtained for the orbital gap (alpha / beta) is 0.178 / 0.169 hartree. The calculation puts the LUMO energy (alpha / beta) at 4.865 / 4.864 eV. The relative energy (zero: lowest compared OMol25 entry of this formula, charge and spin) is 73.80 kJ/mol. The molecular weight comes out at 663.7 g/mol. As for the spin multiplicity: 2. Its max |F| is 0.00685 hartree/bohr.

CARTESIAN COORDINATES (ANGSTROEM)
1 Pt -0.590 -1.307 -0.064
2 C 4.002 0.526 0.662
3 C 2.806 1.421 0.428
4 N 2.239 1.755 1.729
5 C 1.907 0.709 2.583
6 N 0.991 0.944 3.468
7 C 0.635 -0.154 4.342
8 C 0.754 -1.501 3.646
9 C 2.180 -1.646 3.160
10 N 2.641 -0.443 2.476
11 C 3.516 -0.734 1.341
12 H 4.733 1.058 1.281
13 H 4.479 0.260 -0.284
14 H 2.064 0.916 -0.204
15 H 3.103 2.354 -0.058
16 H 1.425 2.348 1.636
17 H -0.391 0.000 4.696
18 H 1.271 -0.148 5.245
19 H 0.076 -1.560 2.780
20 H 0.502 -2.332 4.311
21 H 2.244 -2.477 2.452
22 H 2.854 -1.854 4.005
23 H 2.964 -1.352 0.620
24 H 4.361 -1.322 1.720
25 O 0.799 0.418 -5.388
26 S 0.521 -0.006 -3.966
27 C -0.438 -1.527 -4.048
28 C 0.504 -2.523 -4.707
29 C 1.810 -2.419 -3.911
30 C 1.983 -0.961 -3.451
31 H -1.360 -1.306 -4.581
32 H -0.660 -1.792 -3.008
33 H 0.651 -2.247 -5.754
34 H 0.097 -3.536 -4.666
35 H 2.674 -2.764 -4.485
36 H 1.718 -3.027 -3.009
37 H 2.814 -0.433 -3.920
38 H 2.051 -0.905 -2.363
39 O -3.260 -0.264 -3.479
40 N -3.396 0.456 -2.430
41 C -4.142 0.018 -1.386
42 C -4.407 0.831 -0.309
43 C -3.866 2.105 -0.252
44 C -3.016 2.499 -1.273
45 C -2.785 1.663 -2.342
46 H -4.483 -1.000 -1.488
47 H -4.987 0.424 0.507
48 H -4.043 2.747 0.601
49 H -2.486 3.439 -1.235
50 H -2.122 1.879 -3.164
51 O -3.217 -0.816 2.008
52 C -2.493 0.153 1.863
53 C -2.607 1.385 2.765
54 C -1.593 2.351 2.189
55 C -1.041 1.608 0.977
56 O -0.268 2.143 0.195
57 N -1.520 0.329 0.908
58 H -2.405 1.083 3.794
59 H -3.639 1.742 2.726
60 H -0.742 2.533 2.847
61 H -2.006 3.310 1.870
62 S 0.588 -3.051 -0.604

Results of the Löwdin charge analysis, in e, for atoms 1 through 2: 0.163, -0.181

---

Here is a molecular structure, C20H31BNO2Sn in a non-equilibrium geometry from OMol25. Energies are from wB97M-V/def2-TZVPD.

The charge is -1. The value obtained for the orbital gap (alpha / beta) is 0.149 / 0.132 hartree. The calculation puts the LUMO energy (alpha / beta) at 2.340 / 2.344 eV. The molecular weight comes out at 447.0 g/mol. Its max |F| is 0.09071 hartree/bohr.

CARTESIAN COORDINATES (ANGSTROEM)
1 O -0.131 -0.446 -0.261
2 C -1.380 -0.032 -0.909
3 C -1.455 -1.301 -1.747
4 H -1.197 0.892 -1.454
5 H -2.200 0.102 -0.194
6 C -0.107 -1.629 -1.114
7 H -1.382 -1.152 -2.816
8 H -2.293 -1.964 -1.501
9 C 0.995 -1.533 -2.150
10 H 0.932 -0.549 -2.656
11 H 0.852 -2.350 -2.880
12 H 1.979 -1.634 -1.679
13 C -0.158 -2.905 -0.328
14 H -1.094 -2.931 0.252
15 H 0.705 -2.979 0.342
16 H -0.126 -3.747 -1.041
17 Sn 0.384 1.746 1.442
18 C 0.157 -0.533 3.702
19 C -0.381 0.750 3.872
20 C -1.396 0.941 2.854
21 H -0.181 1.404 4.713
22 C -1.494 -0.310 2.128
23 C -0.512 -1.171 2.630
24 H -0.338 -2.201 2.329
25 H 0.881 -0.996 4.366
26 H -2.113 1.757 2.839
27 H -2.320 -0.562 1.466
28 C 3.246 0.756 2.583
29 C 2.907 -0.667 2.414
30 C 2.630 -0.967 1.099
31 H 2.934 -1.312 3.290
32 C 2.633 0.244 0.336
33 C 2.806 1.336 1.233
34 H 3.095 2.370 1.002
35 H 4.346 0.903 2.696
36 H 2.500 -1.978 0.702
37 H 2.580 0.331 -0.755
38 O -1.630 1.037 -3.566
39 C -2.004 0.017 -4.537
40 C -2.766 0.636 -5.718
41 H -2.687 -0.709 -4.052
42 H -1.101 -0.539 -4.855
43 C -3.049 2.084 -5.250
44 H -3.681 0.046 -5.869
45 H -2.120 0.580 -6.601
46 C -2.271 2.257 -3.936
47 H -4.114 2.209 -5.046
48 H -2.721 2.828 -5.979
49 H -2.902 2.549 -3.084
50 H -1.485 3.014 -4.029
51 B 2.711 0.953 6.467
52 C 2.680 1.229 5.007
53 N 2.613 1.437 3.833
54 H 2.034 1.793 7.028
55 H 3.858 1.099 6.868
56 H 2.327 -0.205 6.514

Results of the Löwdin charge analysis, in e, for atoms 1 through 2: -0.241, -0.188

---

Total energy, record by record: -1300.06688, -2270.53849, -1224.80178 a.u.